(1)
The following is a quantum chemistry calculation of C8H7MgN2O5S as an isolated structure in a non-equilibrium geometry, from OMol25.

Computed properties:
Net charge ... +1
HOMO-LUMO gap ... 6.857 eV
Energy above the lowest of the compared OMol25 structures with the same formula, charge and spin ... 0.000 eV
DFT total energy ... -1392.73652 Ha
F_max ... 3.96 eV Å⁻¹
E_LUMO ... -0.141 Eh

CARTESIAN COORDINATES (ANGSTROEM)
O  -0.20  3.58  -1.77
C  -0.23  2.46  -2.03
Mg  -0.14  -1.86  -1.10
C  -0.15  -3.74  -2.42
O  -0.17  -4.63  -3.16
C  -0.20  -1.93  -3.66
O  -0.28  -1.67  -4.82
C  2.17  -1.02  -1.82
O  3.10  -0.95  -2.50
C  -2.58  -1.11  -1.79
O  -3.31  -1.00  -2.69
H  -0.15  -1.07  -2.74
S  -0.31  -1.63  1.40
C  0.00  0.03  1.76
N  1.19  0.53  2.13
C  1.06  1.69  2.98
C  -0.44  1.95  2.99
N  -0.96  0.89  2.14
H  2.04  -0.02  2.01
H  1.60  2.53  2.53
H  1.46  1.51  3.98
H  -0.69  2.92  2.56
H  -0.86  1.89  4.00
H  -1.94  0.66  2.03

(2)
The following is a quantum chemistry calculation of one molecule with the formula C8H7N3O in a non-equilibrium geometry, from OMol25.

Computed properties:
SMILES string ... Cn1cc(C=O)c2nccnc21
HOMO-LUMO gap ... 9.102 eV
Energy above the lowest of the compared OMol25 structures with the same formula, charge and spin ... 3.029 eV
DFT total energy ... -548.48661 Ha
F_max ... 5.85 eV Å⁻¹
E_LUMO ... -0.002 Eh

CARTESIAN COORDINATES (ANGSTROEM)
C  -1.39  2.08  -0.05
N  -0.31  1.20  0.02
C  0.99  1.31  -0.17
C  1.64  0.10  -0.20
C  3.11  -0.06  0.08
O  3.84  -1.00  0.17
C  0.55  -0.88  0.02
N  0.42  -2.17  -0.29
C  -0.80  -2.61  -0.19
C  -1.89  -1.81  0.17
N  -1.88  -0.46  0.18
C  -0.63  -0.04  0.04
H  -1.10  3.21  -0.38
H  -1.81  2.07  0.95
H  -2.23  1.83  -0.71
H  1.65  2.28  -0.10
H  3.58  0.96  0.18
H  -0.85  -3.68  -0.08
H  -2.88  -2.35  0.36

(3)
The following is a quantum chemistry calculation of one molecule with the formula C8H7N5O2 in a non-equilibrium geometry, from OMol25.

Computed properties:
SMILES string ... O=[N+]([O-])[C@H](c1ccccc1)n1ncnn1
HOMO-LUMO gap ... 10.011 eV
Energy above the lowest of the compared OMol25 structures with the same formula, charge and spin ... 0.000 eV
DFT total energy ... -733.17316 Ha
F_max ... 3.62 eV Å⁻¹
E_LUMO ... 0.000 Eh

CARTESIAN COORDINATES (ANGSTROEM)
O  3.06  0.53  -1.33
N  2.10  -0.09  -1.73
O  1.61  -0.03  -2.82
C  1.43  -1.01  -0.76
C  0.06  -0.17  -0.30
C  0.13  0.87  0.60
C  -1.02  1.59  0.86
C  -2.20  1.29  0.20
C  -2.25  0.25  -0.71
C  -1.11  -0.49  -0.97
N  2.29  -1.35  0.30
N  3.05  -2.44  0.22
C  3.75  -2.37  1.33
N  3.43  -1.28  2.05
N  2.52  -0.66  1.39
H  1.12  -1.90  -1.30
H  1.06  1.10  1.10
H  -0.99  2.41  1.56
H  -3.09  1.87  0.40
H  -3.17  0.01  -1.22
H  -1.13  -1.29  -1.69
H  4.49  -3.08  1.62

(4)
The following is a quantum chemistry calculation of one molecule with the formula C8H7N5OS in a non-equilibrium geometry, from OMol25.

Computed properties:
SMILES string ... CC(=S)Oc1cccnc1-c1nnn[nH]1
HOMO-LUMO gap ... 7.986 eV
DFT total energy ... -1056.14111 Ha
F_max ... 4.18 eV Å⁻¹
E_LUMO ... -0.026 Eh

CARTESIAN COORDINATES (ANGSTROEM)
C  -1.09  -1.79  -1.85
C  -1.10  -0.27  -2.10
S  -1.12  0.44  -3.62
O  -1.17  0.62  -1.03
C  -0.86  0.40  0.25
C  -1.89  0.17  1.17
C  -1.53  0.34  2.60
C  -0.18  0.22  2.96
N  0.83  0.34  2.09
C  0.50  0.42  0.76
C  1.57  0.59  -0.22
N  1.73  0.19  -1.43
N  2.98  0.57  -1.94
N  3.64  0.93  -0.95
N  2.87  0.95  0.09
H  -1.15  -2.04  -0.74
H  -1.96  -2.20  -2.50
H  -0.09  -2.14  -2.26
H  -2.89  0.20  0.57
H  -2.32  0.36  3.36
H  0.07  0.19  3.97
H  3.14  1.52  0.83

(5)
The following is a quantum chemistry calculation of one molecule with the formula C8H7NO3S in a non-equilibrium geometry, from OMol25.

Computed properties:
SMILES string ... COc1ccc(C(=S)[N+](=O)[O-])cc1
HOMO-LUMO gap ... 7.736 eV
Energy above the lowest of the compared OMol25 structures with the same formula, charge and spin ... 3.948 eV
DFT total energy ... -987.52487 Ha
F_max ... 5.63 eV Å⁻¹
E_LUMO ... -0.044 Eh

CARTESIAN COORDINATES (ANGSTROEM)
C  1.92  -0.66  1.05
O  1.28  0.55  0.67
C  0.06  0.52  0.05
C  -0.64  -0.63  -0.29
C  -1.80  -0.51  -1.05
C  -2.40  0.69  -1.30
C  -3.70  0.88  -1.96
S  -4.39  2.15  -2.58
N  -4.67  -0.46  -2.18
O  -4.04  -1.45  -2.37
O  -5.84  -0.28  -2.16
C  -1.63  1.89  -1.04
C  -0.39  1.80  -0.49
H  1.30  -1.18  1.94
H  2.83  -0.26  1.32
H  1.81  -1.42  0.13
H  -0.38  -1.65  -0.10
H  -2.08  -1.52  -1.31
H  -2.14  2.70  -1.45
H  0.09  2.77  -0.43

(6)
The following is a quantum chemistry calculation of one molecule with the formula C8H7NO5 in a non-equilibrium geometry, from OMol25.

Computed properties:
HOMO-LUMO gap (alpha / beta) ... 6.149 / 6.675 eV
Energy above the lowest of the compared OMol25 structures with the same formula, charge and spin ... 8.367 eV
DFT total energy ... -739.68931 Ha
F_max ... 3.90 eV Å⁻¹
E_LUMO (alpha / beta) ... -0.066 / -0.041 Eh

CARTESIAN COORDINATES (ANGSTROEM)
C  -1.22  -0.21  -0.33
C  -0.23  0.81  -0.34
C  -2.31  0.46  0.10
C  -0.79  1.97  -0.06
C  0.32  -2.04  0.32
C  1.50  -1.36  0.30
C  -0.93  -1.66  -0.50
C  2.02  -0.40  -0.54
N  2.95  0.57  0.03
O  3.52  0.34  1.03
O  2.90  1.64  -0.62
O  -2.08  1.82  0.27
O  -3.56  0.01  0.30
O  -0.24  3.16  -0.08
H  0.15  -2.89  1.13
H  2.09  -1.74  1.19
H  -1.74  -2.14  0.03
H  -0.83  -1.80  -1.59
H  1.75  0.00  -1.55
H  -3.93  0.47  1.02
H  0.65  2.99  -0.12